1.
{
  "formula": "C13H34FIO6Si2",
  "method": "ωB97M-V/def2-TZVPD",
  "lumo_energy_ev": 0.228,
  "total_charge": 0,
  "species": ["C", "C", "C", "I", "Si", "C", "O", "C", "O", "C", "C", "O", "O", "Si", "C", "C", "F", "H", "H", "H", "H", "H", "H", "H", "H", "H", "H", "H", "H", "H", "H", "H", "H", "H", "H", "H", "H", "H", "H", "C", "C", "O", "H", "H", "H", "H", "H", "H", "C", "C", "O", "H", "H", "H", "H", "H", "H"],
  "coordinates": [[1.86282, 3.40156, 1.01080], [2.36859, 3.76931, -0.42787], [1.59725, 3.04094, -1.59328], [-0.45457, 3.82647, -1.67438], [1.54917, 1.12620, -1.36316], [1.03617, 0.20517, -2.96352], [-0.15220, -0.59344, -2.77308], [-1.34061, 0.09727, -3.15879], [-2.40586, -0.32506, -2.34583], [-2.33715, 0.24934, -1.03815], [-3.33680, -0.44992, -0.04621], [-4.56983, 0.27965, -0.05147], [3.08340, 0.59907, -0.78023], [3.05983, -0.99219, -0.13710], [1.56049, -1.38312, 0.97516], [1.65274, -2.76865, 1.69905], [1.35629, -0.33650, 1.90926], [0.77213, 3.61818, 1.08793], [2.12628, 2.37085, 1.33913], [2.39326, 4.09158, 1.71819], [3.44439, 3.49825, -0.52644], [2.19392, 4.86703, -0.55660], [2.13740, 3.24267, -2.55545], [0.60302, 0.90841, -0.24785], [1.85411, -0.53169, -3.19282], [0.97346, 0.88204, -3.85645], [-1.59338, -0.24488, -4.19688], [-1.23034, 1.20739, -3.19713], [-1.31851, 0.03316, -0.63583], [-2.50950, 1.35595, -1.06092], [-2.82118, -0.41404, 0.95116], [-3.45169, -1.52983, -0.29749], [-4.99736, 0.01348, 0.77143], [4.25999, -1.10328, 0.72501], [3.25280, -1.94693, -1.23181], [0.63671, -1.40954, 0.33625], [1.28390, -3.54233, 0.98203], [2.66090, -2.99969, 2.09035], [0.92432, -2.77938, 2.55132], [5.46040, -6.15263, 1.76808], [4.82415, -4.78276, 1.90351], [3.89383, -4.55354, 0.84811], [5.97234, -6.24228, 0.80836], [6.18024, -6.33119, 2.56931], [4.69952, -6.93702, 1.80000], [5.58373, -4.00217, 1.85007], [4.30129, -4.69112, 2.86232], [3.21913, -5.23696, 0.90222], [-6.39226, 4.01980, 0.27235], [-6.79271, 3.03079, 1.34974], [-7.71512, 2.07761, 0.83134], [-7.27127, 4.53843, -0.11530], [-5.68943, 4.75983, 0.66120], [-5.92648, 3.50346, -0.57102], [-7.27528, 3.54673, 2.18055], [-5.91610, 2.50004, 1.73628], [-7.28034, 1.61948, 0.10452]]
}


2.
{
  "formula": "C13H34N3O2SSi2",
  "method": "ωB97M-V/def2-TZVPD",
  "lumo_energy_ev": 2.031,
  "total_charge": -1,
  "species": ["C", "C", "C", "C", "N", "C", "C", "N", "C", "O", "O", "S", "H", "H", "H", "H", "H", "H", "H", "H", "H", "H", "H", "H", "H", "H", "H", "H", "C", "Si", "C", "C", "N", "Si", "C", "C", "C", "H", "H", "H", "H", "H", "H", "H", "H", "H", "H", "H", "H", "H", "H", "H", "H", "H", "H"],
  "coordinates": [[0.42147, -1.77027, -1.74720], [-0.93070, -2.13764, -2.39196], [-2.01787, -2.18227, -1.32147], [-1.85341, -3.36089, -0.36378], [-3.33669, -2.04396, -1.97544], [-3.86662, -3.24254, -2.64367], [-5.21729, -3.76154, -2.15290], [-5.27200, -4.27318, -0.79534], [-4.24026, -1.34537, -1.23573], [-4.26313, -1.23810, -0.07152], [-5.16699, -0.74103, -2.06935], [-6.18479, 0.37931, -1.34401], [0.91864, -0.97442, -2.27350], [0.29481, -1.42173, -0.73522], [1.04192, -2.65527, -1.68918], [-0.88181, -3.05756, -2.95799], [-1.20983, -1.31167, -3.02373], [-1.87818, -1.28826, -0.74260], [-1.75100, -3.05696, 0.66316], [-2.64743, -4.09152, -0.41051], [-0.93791, -3.88350, -0.60831], [-3.16309, -4.05688, -2.62980], [-4.00271, -3.00849, -3.69771], [-6.00637, -3.04751, -2.32479], [-5.45706, -4.59286, -2.80247], [-4.97494, -5.23286, -0.72780], [-4.78394, -3.69611, -0.12618], [-7.11504, -0.46312, -0.85422], [4.13350, 0.12354, -0.20293], [3.58741, 1.25693, 1.21475], [4.99564, 1.24852, 2.48374], [2.08287, 0.42713, 2.01892], [3.25671, 2.77542, 0.57664], [2.73664, 4.10479, 1.46516], [3.96810, 4.67266, 2.79013], [1.06449, 3.84993, 2.32154], [2.51441, 5.56488, 0.27873], [4.35871, -0.88678, 0.16217], [3.34359, 0.04630, -0.95361], [5.03043, 0.52090, -0.68231], [5.33471, 0.22388, 2.68727], [4.68046, 1.67891, 3.43665], [5.84917, 1.81649, 2.10987], [1.21232, 0.50000, 1.36375], [1.83562, 0.88485, 2.97883], [2.27596, -0.63795, 2.20722], [3.98942, 3.98687, 3.63978], [3.69697, 5.66345, 3.17831], [4.97410, 4.73938, 2.37205], [0.34154, 3.41953, 1.62631], [0.65900, 4.80430, 2.68274], [1.15205, 3.18806, 3.18587], [1.77517, 5.32241, -0.48751], [3.46013, 5.80103, -0.21355], [2.17309, 6.46077, 0.81273]]
}


3.
{
  "formula": "C13H34N4O5Rb",
  "method": "ωB97M-V/def2-TZVPD",
  "de_lowest_kj_mol": 39.9,
  "lumo_energy_ev": -2.265,
  "total_charge": 1,
  "species": ["Rb", "C", "O", "C", "C", "N", "C", "C", "O", "C", "H", "H", "H", "H", "H", "H", "H", "H", "H", "H", "H", "H", "H", "H", "H", "C", "O", "C", "C", "N", "C", "C", "O", "C", "H", "H", "H", "H", "H", "H", "H", "H", "H", "H", "H", "H", "H", "H", "H", "C", "O", "N", "N", "H", "H", "H", "H"],
  "coordinates": [[0.88414, 0.48933, 0.19059], [-0.92773, -3.89310, 2.28465], [-1.73921, -3.16819, 1.39950], [-1.76375, -1.81265, 1.72568], [-2.50940, -1.01984, 0.66936], [-2.08067, 0.38362, 0.68599], [-2.61357, 1.12212, 1.91784], [-3.41547, 2.37202, 1.52004], [-3.87846, 2.31554, 0.19179], [-5.25826, 1.98198, 0.07890], [0.13216, -3.65757, 2.11729], [-1.02536, -4.96518, 2.10270], [-1.21710, -3.76272, 3.33195], [-0.72868, -1.43459, 1.79959], [-2.24658, -1.61839, 2.69503], [-3.58188, -1.19890, 0.55620], [-2.10519, -1.42587, -0.27412], [-2.63583, 0.90291, 0.00178], [-1.67433, 1.42246, 2.39534], [-3.05167, 0.42878, 2.63538], [-2.77420, 3.25085, 1.59631], [-4.23116, 2.50611, 2.23581], [-5.84478, 2.81810, 0.46565], [-5.51533, 1.07918, 0.64345], [-5.49135, 1.78920, -0.96412], [-0.90991, -1.05374, -3.15630], [-0.04370, -1.22568, -2.03118], [0.86988, -2.28658, -2.20859], [1.47231, -2.87200, -0.93371], [2.56101, -2.09538, -0.33116], [3.76644, -2.23836, -1.18314], [4.81806, -1.23199, -0.76137], [4.52214, 0.03415, -1.33388], [5.38308, 1.03645, -0.84931], [-1.76868, -0.51254, -2.77234], [-1.20640, -2.03391, -3.53944], [-0.39539, -0.54152, -3.97269], [1.64310, -1.99104, -2.93091], [0.39472, -3.15169, -2.69128], [1.80159, -3.88042, -1.21668], [0.64678, -3.00132, -0.22521], [2.88043, -2.42602, 0.57148], [3.53259, -2.11921, -2.23535], [4.22429, -3.22581, -1.03035], [5.81898, -1.52432, -1.09880], [4.81621, -1.15808, 0.33466], [6.38380, 0.97793, -1.28871], [5.51616, 0.95905, 0.24016], [4.95167, 2.02072, -1.02152], [0.47287, 4.35259, 0.62086], [0.77462, 3.21077, 0.97438], [0.11713, 4.62268, -0.67157], [0.46722, 5.39604, 1.49338], [0.53438, 3.94916, -1.29190], [-0.06787, 5.54428, -1.02625], [0.65602, 6.29959, 1.09542], [0.66008, 5.26106, 2.46872]]
}


Copy entry 3 word for word.
{
  "formula": "C13H34N4O5Rb",
  "method": "ωB97M-V/def2-TZVPD",
  "de_lowest_kj_mol": 39.9,
  "lumo_energy_ev": -2.265,
  "total_charge": 1,
  "species": ["Rb", "C", "O", "C", "C", "N", "C", "C", "O", "C", "H", "H", "H", "H", "H", "H", "H", "H", "H", "H", "H", "H", "H", "H", "H", "C", "O", "C", "C", "N", "C", "C", "O", "C", "H", "H", "H", "H", "H", "H", "H", "H", "H", "H", "H", "H", "H", "H", "H", "C", "O", "N", "N", "H", "H", "H", "H"],
  "coordinates": [[0.88414, 0.48933, 0.19059], [-0.92773, -3.89310, 2.28465], [-1.73921, -3.16819, 1.39950], [-1.76375, -1.81265, 1.72568], [-2.50940, -1.01984, 0.66936], [-2.08067, 0.38362, 0.68599], [-2.61357, 1.12212, 1.91784], [-3.41547, 2.37202, 1.52004], [-3.87846, 2.31554, 0.19179], [-5.25826, 1.98198, 0.07890], [0.13216, -3.65757, 2.11729], [-1.02536, -4.96518, 2.10270], [-1.21710, -3.76272, 3.33195], [-0.72868, -1.43459, 1.79959], [-2.24658, -1.61839, 2.69503], [-3.58188, -1.19890, 0.55620], [-2.10519, -1.42587, -0.27412], [-2.63583, 0.90291, 0.00178], [-1.67433, 1.42246, 2.39534], [-3.05167, 0.42878, 2.63538], [-2.77420, 3.25085, 1.59631], [-4.23116, 2.50611, 2.23581], [-5.84478, 2.81810, 0.46565], [-5.51533, 1.07918, 0.64345], [-5.49135, 1.78920, -0.96412], [-0.90991, -1.05374, -3.15630], [-0.04370, -1.22568, -2.03118], [0.86988, -2.28658, -2.20859], [1.47231, -2.87200, -0.93371], [2.56101, -2.09538, -0.33116], [3.76644, -2.23836, -1.18314], [4.81806, -1.23199, -0.76137], [4.52214, 0.03415, -1.33388], [5.38308, 1.03645, -0.84931], [-1.76868, -0.51254, -2.77234], [-1.20640, -2.03391, -3.53944], [-0.39539, -0.54152, -3.97269], [1.64310, -1.99104, -2.93091], [0.39472, -3.15169, -2.69128], [1.80159, -3.88042, -1.21668], [0.64678, -3.00132, -0.22521], [2.88043, -2.42602, 0.57148], [3.53259, -2.11921, -2.23535], [4.22429, -3.22581, -1.03035], [5.81898, -1.52432, -1.09880], [4.81621, -1.15808, 0.33466], [6.38380, 0.97793, -1.28871], [5.51616, 0.95905, 0.24016], [4.95167, 2.02072, -1.02152], [0.47287, 4.35259, 0.62086], [0.77462, 3.21077, 0.97438], [0.11713, 4.62268, -0.67157], [0.46722, 5.39604, 1.49338], [0.53438, 3.94916, -1.29190], [-0.06787, 5.54428, -1.02625], [0.65602, 6.29959, 1.09542], [0.66008, 5.26106, 2.46872]]
}


Repeat the third record exactly.
{
  "formula": "C13H34N4O5Rb",
  "method": "ωB97M-V/def2-TZVPD",
  "de_lowest_kj_mol": 39.9,
  "lumo_energy_ev": -2.265,
  "total_charge": 1,
  "species": ["Rb", "C", "O", "C", "C", "N", "C", "C", "O", "C", "H", "H", "H", "H", "H", "H", "H", "H", "H", "H", "H", "H", "H", "H", "H", "C", "O", "C", "C", "N", "C", "C", "O", "C", "H", "H", "H", "H", "H", "H", "H", "H", "H", "H", "H", "H", "H", "H", "H", "C", "O", "N", "N", "H", "H", "H", "H"],
  "coordinates": [[0.88414, 0.48933, 0.19059], [-0.92773, -3.89310, 2.28465], [-1.73921, -3.16819, 1.39950], [-1.76375, -1.81265, 1.72568], [-2.50940, -1.01984, 0.66936], [-2.08067, 0.38362, 0.68599], [-2.61357, 1.12212, 1.91784], [-3.41547, 2.37202, 1.52004], [-3.87846, 2.31554, 0.19179], [-5.25826, 1.98198, 0.07890], [0.13216, -3.65757, 2.11729], [-1.02536, -4.96518, 2.10270], [-1.21710, -3.76272, 3.33195], [-0.72868, -1.43459, 1.79959], [-2.24658, -1.61839, 2.69503], [-3.58188, -1.19890, 0.55620], [-2.10519, -1.42587, -0.27412], [-2.63583, 0.90291, 0.00178], [-1.67433, 1.42246, 2.39534], [-3.05167, 0.42878, 2.63538], [-2.77420, 3.25085, 1.59631], [-4.23116, 2.50611, 2.23581], [-5.84478, 2.81810, 0.46565], [-5.51533, 1.07918, 0.64345], [-5.49135, 1.78920, -0.96412], [-0.90991, -1.05374, -3.15630], [-0.04370, -1.22568, -2.03118], [0.86988, -2.28658, -2.20859], [1.47231, -2.87200, -0.93371], [2.56101, -2.09538, -0.33116], [3.76644, -2.23836, -1.18314], [4.81806, -1.23199, -0.76137], [4.52214, 0.03415, -1.33388], [5.38308, 1.03645, -0.84931], [-1.76868, -0.51254, -2.77234], [-1.20640, -2.03391, -3.53944], [-0.39539, -0.54152, -3.97269], [1.64310, -1.99104, -2.93091], [0.39472, -3.15169, -2.69128], [1.80159, -3.88042, -1.21668], [0.64678, -3.00132, -0.22521], [2.88043, -2.42602, 0.57148], [3.53259, -2.11921, -2.23535], [4.22429, -3.22581, -1.03035], [5.81898, -1.52432, -1.09880], [4.81621, -1.15808, 0.33466], [6.38380, 0.97793, -1.28871], [5.51616, 0.95905, 0.24016], [4.95167, 2.02072, -1.02152], [0.47287, 4.35259, 0.62086], [0.77462, 3.21077, 0.97438], [0.11713, 4.62268, -0.67157], [0.46722, 5.39604, 1.49338], [0.53438, 3.94916, -1.29190], [-0.06787, 5.54428, -1.02625], [0.65602, 6.29959, 1.09542], [0.66008, 5.26106, 2.46872]]
}